{
  "formula": "C19H28BCl2N2O9",
  "method": "ωB97M-V/def2-TZVPD",
  "lumo_ev": -4.67,
  "de_lowest_kj_mol": 23.1,
  "charge": 1,
  "orbital_gap_ev": 8.1,
  "elements": ["C", "B", "O", "C", "C", "C", "C", "C", "N", "C", "C", "O", "O", "C", "C", "N", "C", "Cl", "C", "C", "Cl", "H", "H", "H", "H", "H", "H", "H", "H", "H", "H", "H", "H", "H", "H", "H", "H", "C", "O", "C", "O", "O", "C", "H", "H", "H", "H", "H", "H", "C", "O", "C", "O", "O", "C", "H", "H", "H", "H", "H", "H"],
  "xyz": [[0.7902, -3.5841, -0.4389], [-0.0489, -2.6064, 0.4460], [-0.1755, -2.9474, 1.7463], [-0.7854, -1.2601, -0.0884], [-2.1053, -0.9486, 0.2792], [-2.9369, -1.8798, 1.1321], [-3.3085, -3.1994, 0.4380], [-3.2567, -3.2417, -1.0573], [-3.6655, -4.2257, 1.0765], [-2.6789, 0.2503, -0.1658], [-4.0648, 0.6727, 0.2441], [-4.2314, 0.9883, 1.3676], [-5.0125, 0.6984, -0.6829], [-1.9602, 1.1143, -0.9819], [-0.6838, 0.7554, -1.3488], [-0.1343, -0.3886, -0.9032], [1.2054, -0.6478, -1.3643], [2.4862, -0.1266, -0.3724], [1.4187, -1.2514, -2.5282], [2.7573, -1.5751, -3.0919], [0.0613, -1.7070, -3.4974], [0.6498, -4.5823, -0.0333], [1.8429, -3.3294, -0.3102], [0.5452, -3.5700, -1.4945], [-0.2866, -2.1941, 2.3461], [-3.8771, -1.4089, 1.3992], [-2.4330, -2.0890, 2.0648], [-2.2152, -3.1399, -1.3724], [-3.5916, -4.2042, -1.4198], [-3.8006, -2.4232, -1.5254], [-3.6354, -4.0563, 2.0824], [-4.7087, 0.2840, -1.5013], [-2.3828, 2.0349, -1.3468], [-0.1033, 1.3935, -1.9959], [3.1721, -2.4257, -2.5557], [2.6560, -1.8607, -4.1301], [3.4206, -0.7209, -3.0142], [2.9379, 3.3365, -0.2448], [3.4830, 4.4059, -1.0082], [2.7350, 4.7290, -2.0646], [1.7033, 4.1850, -2.3806], [3.3178, 5.7326, -2.7000], [2.6232, 6.1908, -3.8659], [3.6167, 3.1498, 0.5830], [1.9602, 3.6071, 0.1531], [2.8615, 2.4397, -0.8530], [1.6340, 6.5586, -3.6022], [2.5467, 5.3949, -4.6036], [3.2134, 7.0049, -4.2739], [2.9049, -0.0293, 4.6653], [1.7449, 0.7652, 4.3842], [0.6998, 0.0817, 3.9474], [0.6521, -1.1104, 3.7580], [-0.3037, 0.9329, 3.7229], [-1.4858, 0.2803, 3.2780], [3.6707, 0.6577, 5.0105], [2.6916, -0.7549, 5.4467], [3.2505, -0.5346, 3.7657], [-1.8491, -0.4120, 4.0357], [-1.2934, -0.2512, 2.3439], [-2.2383, 1.0424, 3.1012]],
  "mulliken_charge": [-0.89, 0.62, -0.66, 0.13, -0.21, -0.66, 0.57, -0.90, -0.75, 0.10, 0.23, -0.43, -0.46, -1.06, -0.23, 0.74, -0.76, -0.11, 0.88, -1.29, -0.12, 0.43, 0.25, 0.36, 0.26, 0.90, 0.52, 0.15, 0.41, 0.24, 0.27, 0.41, 0.62, 0.65, 0.27, 0.42, 0.36, -0.38, -0.34, 0.78, -0.55, -0.34, -0.62, 0.25, 0.30, 0.10, 0.29, 0.29, 0.22, -0.63, -0.35, 0.85, -0.68, -0.37, -0.43, 0.24, 0.31, 0.28, 0.40, -0.19, 0.30]
}